No. 1
{"formula": "C37H43F2N4O5S4", "method": "ωB97M-V with the def2-TZVPD basis set", "total_charge": -1, "energy_ha": -3823.43596, "species": ["C", "C", "C", "C", "C", "C", "C", "C", "S", "C", "S", "N", "C", "C", "C", "C", "C", "C", "C", "C", "C", "C", "C", "C", "C", "N", "C", "C", "C", "C", "C", "C", "C", "C", "C", "C", "C", "C", "O", "C", "N", "C", "C", "H", "H", "H", "H", "H", "H", "H", "H", "H", "H", "H", "H", "H", "H", "H", "H", "H", "H", "H", "H", "H", "H", "H", "H", "H", "H", "H", "H", "H", "H", "H", "H", "H", "H", "H", "H", "H", "H", "H", "H", "H", "H", "H", "N", "S", "O", "O", "F", "S", "O", "O", "F"], "coordinates": [[-5.2037, -1.5141, -3.6822], [-4.0662, -1.6998, -3.4071], [-2.7452, -1.9603, -2.9628], [-1.7080, -1.0210, -3.1828], [-0.4462, -1.2541, -2.7213], [0.5932, -0.1851, -2.9525], [0.5710, 0.8393, -1.8014], [1.0930, 0.2559, -0.4883], [1.4104, 1.5121, 0.7444], [3.0755, 1.3125, 1.2145], [4.0646, 0.1560, 0.6330], [3.5889, 2.2475, 2.1613], [2.5800, 2.7477, 3.0852], [1.7252, 3.7960, 2.7918], [0.7933, 4.2465, 3.7072], [0.7349, 3.6435, 4.9541], [1.5826, 2.5969, 5.2597], [2.5009, 2.1540, 4.3269], [4.3359, 3.3360, 1.5647], [4.4670, 3.5423, 0.2048], [5.2218, 4.6059, -0.2724], [5.8226, 5.4794, 0.6008], [5.6961, 5.2878, 1.9677], [4.9551, 4.2220, 2.4343], [-0.1404, -2.4629, -2.0393], [1.1362, -2.6899, -1.5946], [1.3086, -3.8351, -0.9933], [0.2887, -4.7944, -0.7871], [0.6073, -6.0908, -0.0889], [0.0906, -6.2098, 1.3743], [-1.0283, -5.2494, 1.7649], [-0.4936, -3.8520, 2.1492], [-1.5423, -2.7817, 1.8440], [-1.1163, -1.3939, 2.2820], [-2.2136, -0.3465, 2.0965], [-2.0472, 0.4243, 0.7943], [-3.1444, 1.4579, 0.5420], [-3.3252, 2.4575, 1.6816], [-4.5339, 2.1529, 2.3709], [-4.5720, 2.6158, 3.6989], [-0.9310, -4.5966, -1.2148], [-1.1629, -3.4023, -1.8480], [-2.4575, -3.1246, -2.3065], [-6.2364, -1.4598, -3.9036], [-1.9052, -0.1077, -3.7167], [0.3693, 0.3502, -3.8693], [1.5695, -0.6467, -3.0810], [1.1570, 1.7142, -2.0785], [-0.4728, 1.1263, -1.6816], [1.9604, -0.3590, -0.6946], [0.3463, -0.4309, -0.1001], [1.8028, 4.2521, 1.8144], [0.1565, 5.0667, 3.4175], [0.0264, 4.0006, 5.6885], [1.5340, 2.1412, 6.2359], [3.1600, 1.3456, 4.6043], [3.9855, 2.8809, -0.4990], [5.3183, 4.7194, -1.3403], [6.3966, 6.3256, 0.2515], [6.1616, 5.9507, 2.6780], [4.8459, 4.0741, 3.4999], [2.2995, -4.0577, -0.6150], [1.6939, -6.1696, -0.0472], [0.2888, -6.9169, -0.7146], [0.9002, -6.1343, 2.0949], [-0.2955, -7.2233, 1.4881], [-1.8224, -5.1957, 1.0299], [-1.4919, -5.6484, 2.6701], [0.4229, -3.6501, 1.5965], [-0.2949, -3.8500, 3.2183], [-1.7369, -2.8301, 0.7746], [-2.4691, -3.0893, 2.3331], [-0.2354, -1.1002, 1.7163], [-0.8521, -1.4332, 3.3398], [-3.2118, -0.7839, 2.1255], [-2.1604, 0.3766, 2.9112], [-2.0260, -0.2559, -0.0612], [-1.0864, 0.9457, 0.7746], [-2.8738, 2.0182, -0.3514], [-4.0957, 0.9723, 0.3434], [-3.4365, 3.4545, 1.2440], [-2.4657, 2.4741, 2.3529], [-5.0697, 3.5861, 3.7835], [-3.5783, 2.7198, 4.1391], [-5.1199, 1.8899, 4.2946], [-3.2352, -3.8558, -2.1398], [-0.9915, -0.4433, -8.3937], [-0.8593, -0.6903, -6.8377], [-1.4430, 0.3132, -5.9989], [0.3632, -1.2818, -6.3938], [-1.8961, -1.8935, -6.7180], [-0.1395, 0.7667, -8.9382], [-0.5410, 1.1393, -10.2553], [1.2600, 0.7259, -8.6577], [-0.6567, 1.9937, -8.0546]]}

***

No. 2
{"formula": "C24H52F18N4O22S6", "method": "ωB97M-V with the def2-TZVPD basis set", "total_charge": -2, "energy_ha": -7006.65177, "species": ["C", "C", "C", "O", "C", "N", "H", "H", "H", "H", "H", "H", "H", "H", "H", "H", "H", "H", "C", "C", "C", "O", "C", "N", "H", "H", "H", "H", "H", "H", "H", "H", "H", "H", "H", "H", "C", "N", "C", "C", "C", "C", "O", "H", "H", "H", "H", "H", "H", "H", "H", "H", "H", "H", "H", "H", "H", "C", "N", "C", "C", "C", "C", "O", "H", "H", "H", "H", "H", "H", "H", "H", "H", "H", "H", "H", "H", "H", "C", "F", "F", "F", "S", "O", "O", "O", "C", "F", "F", "F", "S", "O", "O", "O", "C", "F", "F", "F", "S", "O", "O", "O", "C", "F", "F", "F", "S", "O", "O", "O", "C", "F", "F", "F", "S", "O", "O", "O", "C", "F", "F", "F", "S", "O", "O", "O"], "coordinates": [[-6.1160, -5.0602, -7.0671], [-5.8802, -5.4746, -5.6274], [-5.3477, -4.3523, -4.7858], [-3.9865, -4.2213, -4.8950], [-3.4894, -2.9635, -4.4442], [-7.2318, -5.8942, -5.0451], [-7.4463, -5.3906, -4.1740], [-8.0186, -5.6314, -5.6429], [-7.3247, -6.8765, -4.7929], [-6.4298, -5.8993, -7.7012], [-5.1977, -4.7349, -7.5560], [-6.8637, -4.2968, -7.2946], [-5.4123, -6.4573, -5.6208], [-5.6362, -4.4141, -3.7198], [-5.7939, -3.3750, -5.0342], [-3.8942, -2.7338, -3.4597], [-3.9020, -2.1407, -5.0412], [-2.4138, -2.8298, -4.4676], [-0.5462, -0.4317, -3.0125], [-0.1847, 0.0233, -1.6196], [1.2587, 0.5318, -1.4260], [1.5885, 0.2209, -0.0660], [2.3035, 1.2700, 0.6002], [-1.1167, 1.1603, -1.1529], [-1.9627, 1.2846, -1.7279], [-1.4998, 0.8845, -0.2258], [-0.6646, 2.0575, -0.9721], [0.2108, -1.0359, -3.5142], [-0.4795, 0.4476, -3.6653], [-1.5375, -0.8434, -3.1803], [-0.3587, -0.7732, -0.8962], [1.2829, 1.5927, -1.6658], [1.9457, -0.0759, -2.0181], [2.1104, 1.4685, 1.6534], [2.0317, 2.2490, 0.1924], [3.3779, 1.1890, 0.4477], [1.1343, 3.9351, 3.6690], [1.8384, 4.1354, 4.9969], [1.4845, 3.1019, 6.0118], [3.3333, 4.1268, 4.8436], [1.1914, 5.3740, 5.6031], [1.9028, 6.0359, 6.7711], [3.2035, 6.4757, 6.4147], [0.0618, 4.0771, 3.7592], [1.5133, 3.0077, 3.2532], [1.4880, 4.8297, 3.1566], [0.4262, 3.1146, 6.2782], [1.9889, 3.1525, 6.9756], [1.6338, 2.1008, 5.6034], [3.9069, 4.1360, 5.7625], [3.5145, 5.0729, 4.3315], [3.6070, 3.3492, 4.1357], [0.1400, 5.2062, 5.7987], [1.3260, 6.1674, 4.8607], [1.9645, 5.3289, 7.6113], [1.3470, 6.9205, 7.0950], [3.6780, 6.6741, 7.2249], [4.1126, -4.5288, 1.8569], [2.8710, -3.9884, 1.1678], [1.7633, -3.9808, 2.1929], [3.1024, -2.5508, 0.7926], [2.5127, -4.7805, -0.0972], [1.8325, -6.0709, 0.2534], [2.4991, -6.7992, 1.2918], [3.8647, -5.4480, 2.3722], [4.3286, -3.7373, 2.5721], [4.9093, -4.6583, 1.1313], [2.0318, -3.4100, 3.0813], [1.5249, -5.0033, 2.4678], [0.8869, -3.4587, 1.8064], [2.3841, -2.2595, 0.0309], [4.1062, -2.5358, 0.3672], [3.0418, -1.8772, 1.6427], [3.3828, -4.7351, -0.7539], [1.8506, -4.0905, -0.6249], [1.6848, -6.6953, -0.6307], [0.8178, -5.8973, 0.6218], [2.2446, -7.7198, 1.1948], [-0.8355, 5.6345, 0.5495], [-1.9462, 5.0767, 1.0422], [0.0279, 4.5942, 0.4288], [-0.9711, 6.2099, -0.6233], [-0.1113, 6.9319, 1.7432], [-0.9312, 8.0697, 1.4227], [-0.2754, 6.4427, 3.1128], [1.2539, 7.0381, 1.2598], [-1.7142, -5.8614, -1.4823], [-0.6335, -6.5790, -1.8090], [-2.6709, -6.1344, -2.3750], [-2.1191, -6.2607, -0.2742], [-1.3057, -3.9965, -1.4969], [-0.4193, -3.8108, -2.6366], [-2.5348, -3.2443, -1.5297], [-0.5904, -3.7810, -0.2371], [6.7893, 2.6533, 3.2097], [7.5905, 3.5474, 2.6217], [7.6153, 1.6060, 3.4525], [6.2574, 3.1088, 4.3467], [5.4012, 2.0462, 2.0638], [4.5316, 1.1982, 2.8786], [4.7770, 3.2941, 1.6563], [6.0882, 1.4057, 0.9627], [-0.2431, -0.2607, 3.1223], [-0.3219, -1.0493, 4.2069], [0.7191, 0.6493, 3.3145], [0.0703, -1.0306, 2.0890], [-1.9591, 0.5572, 2.9267], [-2.8754, -0.5771, 3.0764], [-2.0440, 1.5610, 3.9571], [-1.9518, 1.1125, 1.5698], [-5.7815, 1.5461, -4.3969], [-6.4227, 0.6786, -5.1776], [-5.4413, 2.6289, -5.1093], [-6.6067, 1.8917, -3.4231], [-4.2584, 0.7376, -3.6142], [-3.3167, 0.4332, -4.7032], [-3.7582, 1.6832, -2.6316], [-4.7970, -0.5067, -3.0898], [0.7236, 3.4120, -3.7971], [0.8935, 2.1219, -4.1712], [0.1911, 4.0166, -4.8613], [-0.1551, 3.4485, -2.7812], [2.3441, 4.1889, -3.3311], [2.6498, 3.4844, -2.0923], [3.2402, 3.9233, -4.4543], [2.0157, 5.5904, -3.1907]]}

***

No. 3
{"formula": "C21H31N3O4S", "method": "ωB97M-V with the def2-TZVPD basis set", "total_charge": 0, "e_above_lowest_kj_mol": 22.5, "species": ["C", "S", "C", "C", "C", "C", "N", "C", "C", "C", "C", "C", "C", "C", "O", "O", "H", "H", "H", "H", "H", "H", "H", "H", "H", "H", "H", "H", "H", "C", "N", "C", "O", "C", "C", "C", "C", "C", "N", "C", "C", "O", "H", "H", "H", "H", "H", "H", "H", "H", "H", "H", "H", "H", "H", "H", "H", "H", "H", "H"], "coordinates": [[7.0159, 4.7539, 1.2882], [6.1446, 4.1935, 2.8109], [4.3545, 3.9720, 2.3599], [4.1729, 3.1102, 1.0970], [4.6409, 1.6898, 1.3131], [5.9436, 1.2495, 1.2697], [5.9476, -0.1225, 1.4918], [4.6533, -0.5809, 1.6655], [4.1525, -1.8637, 1.8986], [2.7690, -2.0405, 2.0241], [1.9064, -0.9394, 1.9181], [2.4217, 0.3451, 1.6889], [3.8039, 0.5181, 1.5616], [3.6219, 5.3099, 2.1817], [4.2282, 6.2999, 1.8070], [2.2954, 5.3208, 2.4389], [8.0743, 4.9190, 1.5087], [6.5897, 5.6940, 0.9272], [6.9421, 4.0100, 0.4924], [3.8673, 3.4596, 3.1938], [3.1171, 3.0934, 0.8094], [4.7212, 3.5559, 0.2632], [6.8194, 1.8669, 1.1008], [6.7781, -0.7120, 1.5172], [4.8215, -2.7143, 1.9781], [2.3603, -3.0311, 2.2019], [0.8344, -1.0827, 2.0134], [1.7550, 1.1971, 1.6088], [2.0200, 6.2361, 2.2793], [-5.1428, -5.1833, -0.2703], [-5.1231, -3.8645, -0.9015], [-4.0089, -3.2404, -1.3059], [-2.9012, -3.7390, -1.1327], [-4.1383, -1.8674, -2.0149], [-3.5415, -0.7014, -1.1917], [-2.0497, -0.8097, -0.8067], [-1.1382, -0.9412, -2.0286], [-1.6331, 0.4489, -0.0429], [-5.5193, -1.4912, -2.3686], [-6.2597, -2.1072, -3.2913], [-7.6333, -1.5352, -3.5507], [-5.8876, -3.1015, -3.8946], [-4.4374, -5.2059, 0.5632], [-6.1435, -5.4158, 0.0950], [-4.8421, -5.9390, -0.9990], [-6.0011, -3.4350, -1.1405], [-3.5750, -1.9544, -2.9454], [-4.1178, -0.6057, -0.2704], [-3.6726, 0.2195, -1.7627], [-1.8935, -1.6591, -0.1448], [-1.3247, -1.8934, -2.5255], [-0.0950, -0.9281, -1.7120], [-1.3169, -0.1229, -2.7257], [-2.2434, 0.5541, 0.8538], [-0.5880, 0.3651, 0.2552], [-1.7554, 1.3305, -0.6723], [-5.9081, -0.6751, -1.9260], [-8.2103, -1.5358, -2.6281], [-7.5354, -0.5199, -3.9294], [-8.1355, -2.1536, -4.2944]]}

***

Which formula does entry 2 have?
C24H52F18N4O22S6